Molecular formula: C52H47N9O6P2Se2Y
Method: DFT, wB97M-V/def2-TZVPD

Last column: Mulliken charge in e.
Geometry (Å):
Y -0.12 -2.01 0.03  0.058
O -5.36 -5.19 -2.49  -0.591
C -4.28 -4.51 -2.01  1.008
C -4.38 -3.64 -0.93  -0.347
C -3.23 -3.01 -0.49  -0.249
N -2.04 -3.23 -1.03  1.482
C -1.95 -4.04 -2.08  0.078
C -3.04 -4.70 -2.61  -1.011
C -0.54 -4.20 -2.68  -0.286
O -0.41 -5.01 -3.59  -0.827
O 0.33 -3.46 -2.14  -0.549
C -3.29 -1.98 0.64  -0.487
O -4.30 -1.95 1.35  -0.824
O -2.28 -1.21 0.71  -0.205
H -6.13 -4.93 -1.97  0.306
H -5.32 -3.44 -0.43  0.382
H -2.91 -5.34 -3.47  0.586
Se 3.02 4.83 1.52  -0.474
P 1.28 4.49 0.40  0.529
C -0.19 5.28 1.15  -0.055
C -0.02 6.37 2.00  -0.630
C -1.12 6.96 2.59  -0.680
C -2.40 6.48 2.34  -0.561
C -2.57 5.39 1.49  -0.751
C -1.47 4.79 0.90  0.402
C 1.37 5.35 -1.21  0.852
C 2.60 5.80 -1.66  -0.528
C 2.71 6.50 -2.85  -0.712
C 1.57 6.74 -3.61  -0.593
C 0.33 6.31 -3.16  -0.629
C 0.23 5.63 -1.96  -0.253
C 0.82 2.74 0.32  0.710
C 0.33 1.65 -0.46  -1.275
N 0.27 0.59 0.40  1.783
N 0.72 0.98 1.58  -0.406
N 1.05 2.23 1.55  -1.281
P -0.42 1.38 -2.07  1.371
Se -1.05 -0.59 -2.54  -0.170
C -1.90 2.45 -2.00  0.742
C -2.79 2.13 -0.98  -0.729
C -3.97 2.85 -0.84  -0.630
C -4.25 3.89 -1.72  -0.645
C -3.38 4.18 -2.75  -0.544
C -2.20 3.46 -2.90  -0.856
C 0.71 1.94 -3.38  0.562
C 0.23 1.94 -4.69  -0.559
C 1.08 2.23 -5.74  -0.897
C 2.43 2.46 -5.49  -0.548
C 2.91 2.41 -4.19  -1.056
C 2.06 2.16 -3.13  -0.378
H 0.98 6.74 2.20  0.338
H -0.99 7.81 3.26  0.371
H -3.26 6.94 2.81  0.382
H -3.56 5.01 1.29  0.413
H -1.61 3.93 0.26  0.397
H 3.48 5.61 -1.06  0.276
H 3.67 6.86 -3.18  0.378
H 1.65 7.26 -4.56  0.395
H -0.56 6.52 -3.74  0.436
H -0.74 5.32 -1.60  0.345
H -2.57 1.31 -0.30  0.400
H -4.65 2.60 -0.04  0.502
H -5.17 4.46 -1.60  0.401
H -3.61 4.98 -3.45  0.408
H -1.53 3.69 -3.71  0.519
H -0.81 1.68 -4.87  0.523
H 0.71 2.24 -6.75  0.422
H 3.10 2.67 -6.31  0.409
H 3.97 2.56 -4.00  0.515
H 2.44 2.11 -2.12  0.781
N 1.02 -4.65 0.22  -0.193
C 2.09 -4.73 1.10  1.551
C 2.08 -5.67 2.13  -0.556
C 3.12 -5.76 3.03  -0.744
C 4.21 -4.91 2.92  -1.032
C 4.22 -3.97 1.90  0.291
C 3.18 -3.85 0.97  -1.214
C 3.27 -2.83 -0.11  0.077
C 4.51 -2.77 -0.77  -0.352
C 4.73 -1.86 -1.79  -1.090
C 3.71 -0.99 -2.13  -1.040
C 2.50 -1.06 -1.46  -0.324
C 2.20 -1.97 -0.44  1.234
H 0.35 -5.41 0.30  0.247
H 1.23 -4.41 -0.75  0.319
H 1.23 -6.34 2.21  0.346
H 3.10 -6.51 3.82  0.391
H 5.05 -4.98 3.60  0.410
H 5.06 -3.28 1.81  0.505
H 5.29 -3.47 -0.50  0.495
H 5.68 -1.83 -2.30  0.341
H 3.85 -0.27 -2.94  0.426
H 1.74 -0.35 -1.79  0.553
C -3.84 -5.14 2.04  -0.754
N -2.94 -4.79 3.13  -0.245
C -1.74 -4.18 2.93  0.345
N -1.05 -3.92 4.09  -0.432
O -1.25 -4.00 1.82  -0.309
H -4.36 -6.07 2.30  0.382
H -3.24 -5.31 1.15  0.157
H -4.55 -4.34 1.84  0.283
H -3.35 -4.76 4.04  0.196
H -1.58 -3.73 4.92  0.307
H -0.24 -3.33 3.97  0.102
C 3.23 -1.91 4.96  -1.364
C 1.95 -1.61 4.26  0.727
C 0.81 -0.95 4.68  -1.359
C -0.07 -0.98 3.58  0.062
N 0.48 -1.63 2.56  1.637
N 1.71 -2.00 3.00  0.124
C -1.43 -0.37 3.52  -1.194
H 3.08 -1.87 6.04  0.405
H 3.99 -1.17 4.69  0.244
H 3.60 -2.89 4.68  0.229
H 0.63 -0.50 5.64  0.455
H 2.34 -2.49 2.38  -0.435
H -1.85 -0.29 4.53  0.459
H -2.09 -0.93 2.87  -0.053
H -1.34 0.64 3.10  0.141

The multiplicity is 1. The value obtained for the lowest unoccupied orbital energy is 2.2 eV. The value obtained for the total energy is -8478.31305 Eh. Its charge is -1. Its relative energy (zero: lowest compared OMol25 entry of this formula, charge and spin) is 1.137 eV. As for the HOMO energy: -5.540 eV. Its frontier orbital gap is 7.779 eV.